Formula: C16H19IrN2
Source: the OMol25 dataset
Level of theory: ωB97M-V/def2-TZVPD

Summary:
charge	+3
total energy	-22685.5644	eV
⟨S²⟩	0.757
2S+1	2
Kohn-Sham gap (spin up / spin down)	5.52 / 4.95	eV
LUMO energy (spin up / spin down)	-14.113 / -14.678	eV
HOMO (spin up / spin down)	-0.7215 / -0.7213	hartree

Geometry (Å):
Ir  -0.279  -0.527  0.156
C  1.729  -0.381  -1.130
C  1.196  0.927  -1.384
C  -0.144  0.773  -1.950
C  -0.468  -0.614  -1.952
C  0.704  -1.349  -1.460
C  0.900  -2.810  -1.651
C  -1.627  -1.249  -2.635
C  -0.968  1.847  -2.496
C  1.916  2.188  -1.248
C  3.101  -0.731  -0.749
H  1.289  -2.988  -2.662
H  -0.035  -3.363  -1.572
H  1.632  -3.222  -0.956
H  -1.360  -1.439  -3.683
H  -2.506  -0.606  -2.641
H  -1.883  -2.214  -2.200
H  -1.437  1.521  -3.430
H  -0.415  2.771  -2.654
H  -1.809  2.073  -1.820
H  2.439  2.369  -2.207
H  2.690  2.155  -0.482
H  1.256  3.043  -1.095
H  3.665  -0.842  -1.692
H  3.169  -1.686  -0.230
H  3.605  0.045  -0.176
N  -0.902  3.631  4.876
C  -1.042  2.572  4.454
C  -1.208  1.256  3.908
C  -1.791  0.214  4.642
C  -1.915  -1.043  4.062
C  -1.467  -1.234  2.779
N  -0.904  -0.218  2.062
C  -0.774  1.009  2.625
H  -2.137  0.395  5.653
H  -2.359  -1.867  4.603
H  -1.549  -2.200  2.295
H  -0.315  1.793  2.037

***

Formula: C16H19IrN5O5S
Source: the OMol25 dataset
Level of theory: ωB97M-V/def2-TZVPD

Summary:
charge	+2
total energy	-48246.8993	eV
⟨S²⟩	0.755
2S+1	2
Kohn-Sham gap (spin up / spin down)	6.37 / 5.22	eV
LUMO energy (spin up / spin down)	-9.028 / -10.184	eV
HOMO (spin up / spin down)	-0.5660 / -0.5661	hartree

Geometry (Å):
Ir  0.488  0.615  0.676
N  1.569  2.165  -0.191
N  0.812  3.355  -0.094
C  -0.534  3.205  0.145
O  -1.382  4.018  0.073
O  -0.847  1.906  0.562
H  2.477  2.319  0.244
H  1.699  1.894  -1.176
H  1.116  4.142  -0.653
C  2.034  -2.803  -3.126
C  0.832  -2.284  -3.902
C  -0.274  -1.682  -3.000
C  -1.451  -1.153  -3.864
C  -2.572  -0.522  -3.050
C  -0.823  -2.809  -2.123
O  -1.283  -3.815  -2.545
N  -0.797  -2.647  -0.667
C  -0.329  -1.559  -0.121
O  -0.270  -1.261  1.147
N  0.198  -0.539  -0.855
C  0.310  -0.500  -2.248
O  0.836  0.457  -2.752
H  2.760  -3.245  -3.805
H  1.754  -3.584  -2.413
H  2.547  -2.002  -2.587
H  0.365  -3.085  -4.476
H  1.127  -1.503  -4.603
H  -1.818  -2.001  -4.441
H  -1.024  -0.433  -4.563
H  -3.006  -1.226  -2.334
H  -3.382  -0.206  -3.704
H  -2.236  0.367  -2.508
H  -1.186  -3.403  -0.111
S  2.719  1.394  4.518
C  2.410  1.263  2.874
N  1.133  1.178  2.534
C  0.299  1.203  3.660
C  -1.095  1.149  3.671
C  -1.726  1.213  4.896
C  -0.999  1.333  6.089
C  0.379  1.397  6.085
C  1.019  1.327  4.850
H  3.218  1.226  2.156
H  -1.669  1.073  2.758
H  -2.805  1.176  4.939
H  -1.530  1.382  7.029
H  0.939  1.503  7.004

***

Formula: C16H19IrN8O3S3
Source: the OMol25 dataset
Level of theory: ωB97M-V/def2-TZVPD

Summary:
charge	+2
total energy	-70288.1153	eV
Kohn-Sham gap	7.34	eV
LUMO energy	-6.907	eV
ΔE to the lowest compared entry with this formula, charge and spin	1.861	eV
HOMO	-0.5234	hartree

Geometry (Å):
Ir  0.215  0.071  0.250
C  -5.223  -1.281  -1.611
S  -3.778  -0.648  -2.497
C  -2.419  -1.165  -1.530
S  -2.834  -1.837  0.049
N  -1.274  -0.973  -2.085
N  -0.144  -1.257  -1.328
C  0.574  -2.219  -1.751
C  1.725  -2.781  -1.035
C  1.999  -4.123  -1.227
C  3.010  -4.746  -0.510
C  3.733  -4.006  0.410
C  3.437  -2.671  0.570
N  2.470  -2.071  -0.150
H  -5.194  -2.364  -1.523
H  -6.061  -1.010  -2.251
H  -5.357  -0.803  -0.643
H  0.238  -2.767  -2.626
H  1.405  -4.677  -1.941
H  3.222  -5.795  -0.666
H  4.522  -4.446  1.002
H  3.963  -2.027  1.260
C  1.277  2.241  5.258
C  0.960  2.189  3.813
N  0.770  3.209  3.035
N  0.517  2.658  1.819
C  0.555  1.331  1.798
S  2.418  -0.318  -0.040
N  0.848  1.022  3.079
N  1.067  -0.284  3.524
H  1.240  3.276  5.585
H  2.278  1.854  5.457
H  0.558  1.661  5.837
H  0.365  3.262  1.029
H  0.188  -0.683  3.837
H  1.720  -0.254  4.298
O  0.820  1.586  -1.067
N  -0.087  2.267  -1.795
C  -1.400  2.259  -1.527
C  -2.271  2.987  -2.312
C  -1.782  3.725  -3.376
C  -0.417  3.714  -3.627
C  0.417  2.974  -2.823
H  -1.720  1.670  -0.681
H  -3.325  2.963  -2.074
H  -2.451  4.300  -4.000
H  0.012  4.275  -4.445
H  1.487  2.898  -2.942
O  -1.412  -2.186  0.751
O  -0.867  -1.001  1.420